Record 1
99
Properties=species:S:1:pos:R:3:lowdin_spin:R:1 method="wB97M-V/def2-TZVPD" spin_multiplicity=2 homo_energy_ev="-6.7 / -6.8" charge=0 e_above_lowest_ev=0.264 lumo_ev="0.04 / 0.04"
O 1.74194 -2.22088 -1.82032 0.002
O 0.59711 -0.63940 -3.37390 0.004
C 2.93279 -2.26702 -0.98598 0.000
C 3.20876 -3.54584 -0.17841 0.000
H 2.81136 -1.41588 -0.30115 0.000
H 3.80473 -2.07421 -1.62346 0.000
H 2.72932 -3.44391 0.80779 0.000
H 4.30241 -3.59451 0.00393 0.000
H 2.89114 -4.45295 -0.70722 0.000
C 0.56431 -2.79229 -1.24141 0.000
C -0.05684 -3.76996 -2.19589 0.000
H -0.12000 -1.95283 -0.99553 0.000
H 0.76518 -3.27182 -0.26564 0.000
H -0.29122 -3.32627 -3.16224 0.000
H -0.97974 -4.18205 -1.77247 0.000
H 0.60842 -4.61392 -2.40209 0.000
C -0.66457 -0.07320 -4.01300 0.000
C 1.73411 -0.80407 -4.28903 0.000
C -1.82977 -0.78160 -3.43099 0.000
H -0.55519 -0.29281 -5.08107 0.000
H -0.66335 1.01939 -3.85535 0.000
H -1.80103 -1.82262 -3.73942 0.000
H -2.77859 -0.37410 -3.77707 0.000
H -1.82890 -0.75024 -2.34542 0.000
C 1.59837 -2.12554 -4.98427 0.000
H 2.62604 -0.73491 -3.64783 0.000
H 1.69078 0.03880 -4.98438 0.000
H 1.64972 -2.95011 -4.26299 0.000
H 2.42344 -2.22877 -5.69587 0.000
H 0.64919 -2.19132 -5.54572 0.000
H 0.84838 -1.00358 -2.45531 0.002
N -0.61210 -0.20642 3.11490 0.023
C -1.47685 0.25919 4.01138 -0.001
C -2.28624 1.37718 3.78404 -0.001
C -2.48182 2.01665 2.55651 0.007
C -1.67670 -0.48440 5.31920 0.000
H -0.72583 -0.78491 5.77072 0.000
H -2.28342 -1.39377 5.19861 0.000
H -2.20652 0.16236 6.02096 0.000
C -3.67291 2.92230 2.38849 0.005
H -4.31691 2.63544 1.55260 0.000
H -3.36178 3.95450 2.20960 0.000
H -4.26552 2.89041 3.29975 0.001
N -1.63919 1.90924 1.53847 0.059
C -0.21844 -1.56145 3.12614 0.001
C 0.97604 -1.97488 3.75581 0.003
C 1.75799 -1.04605 4.63432 0.000
C 1.44780 -3.26617 3.56992 0.000
H 2.41078 -3.52743 4.00373 0.000
C 0.70464 -4.19322 2.86012 0.003
H 1.07707 -5.20119 2.74088 0.000
C -0.55126 -3.85635 2.37674 0.000
H -1.16912 -4.60191 1.86963 0.000
C -1.03351 -2.56417 2.52606 0.003
C -2.41933 -2.21693 2.10127 0.000
C -1.89591 2.54105 0.28850 0.003
C -1.38610 3.83557 0.02720 0.000
C -0.73607 4.61831 1.13825 0.000
C -1.46547 4.34290 -1.26810 0.000
H -1.03439 5.32682 -1.43588 0.000
C -2.09711 3.63128 -2.27583 0.000
H -2.12290 4.02659 -3.27116 0.000
C -2.67742 2.40685 -2.00329 0.000
H -3.22845 1.84454 -2.75208 0.000
C -2.61311 1.85755 -0.72865 0.000
C -3.23579 0.51870 -0.42456 0.000
Cu 0.10930 1.14766 1.51506 0.645
H 2.71150 -0.76441 4.18409 0.000
H 2.00038 -1.51974 5.59405 0.000
H 1.21662 -0.12848 4.86338 0.000
H -2.45854 -1.23600 1.61142 0.000
H -3.14928 -2.17507 2.93426 0.000
H -2.82547 -2.95075 1.38974 0.000
H -0.33860 5.55644 0.72212 0.000
H 0.09481 4.07760 1.63507 0.000
H -1.46861 4.87184 1.92591 0.000
H -3.80537 0.54798 0.52525 0.000
H -2.48841 -0.29275 -0.33779 0.000
H -3.93373 0.24370 -1.23311 0.000
H -2.90792 1.70423 4.61124 0.000
C 0.66583 0.91335 -0.25328 0.108
Si 1.96779 1.89636 -1.33668 0.020
H -0.22023 0.83896 -0.90939 0.007
H 1.02936 -0.12321 -0.20866 0.009
C 3.68776 1.16771 -1.56725 0.003
C 2.15896 3.44978 -0.29177 0.002
C 1.41740 2.58584 -3.02166 0.004
H 1.85582 3.57515 -3.23074 0.000
H 0.33566 2.76780 -3.07340 0.000
H 1.66796 1.99528 -3.91527 0.000
H 4.14384 0.95995 -0.59193 0.000
H 4.38056 1.85802 -2.07599 0.000
H 3.73051 0.23213 -2.13121 0.000
H 2.23761 3.16095 0.76923 0.000
H 1.26245 4.07904 -0.40114 0.000
H 3.04450 4.03676 -0.56694 0.000
O 1.45249 2.27447 2.81504 -0.003
N 2.30453 1.33241 2.76022 0.004
O 2.02807 0.35714 1.98756 0.086

=====

Record 2
97
Properties=species:S:1:pos:R:3:lowdin_spin:R:1 method="wB97M-V/def2-TZVPD" spin_multiplicity=3 homo_energy_ev="-6.6 / -6.6" charge=0 e_above_lowest_ev=5.856 lumo_ev="0.17 / -1.53"
O 2.13076 -1.90195 -1.73670 0.021
O -1.73453 -2.61283 -4.19864 0.000
C 3.52443 -2.40185 -1.74796 0.016
C 3.81665 -3.30446 -0.57005 0.004
H 4.17107 -1.49516 -1.77345 0.005
H 3.64767 -2.91195 -2.69751 0.003
H 3.31079 -2.97735 0.34709 0.002
H 4.89494 -3.31553 -0.39120 0.000
H 3.50537 -4.33021 -0.77199 0.000
C 1.04104 -2.86949 -1.58448 0.004
C 1.05549 -3.95158 -2.64409 0.002
H 0.12440 -2.27197 -1.68665 0.000
H 1.05846 -3.27537 -0.55855 0.000
H 0.29227 -3.77098 -3.41371 0.000
H 0.79810 -4.89962 -2.15987 0.000
H 2.03375 -4.05213 -3.13090 0.000
C -3.06508 -2.34301 -3.77457 0.000
C -1.23324 -1.64258 -5.11397 0.000
C -3.71613 -3.62291 -3.28783 0.000
H -3.67155 -1.91876 -4.59676 0.000
H -3.02901 -1.60257 -2.95420 0.000
H -3.96399 -4.26092 -4.14416 0.000
H -4.65429 -3.37433 -2.78559 0.000
H -3.07361 -4.18674 -2.60088 0.000
C 0.05627 -2.16735 -5.72493 0.000
H -1.03554 -0.68505 -4.59249 0.000
H -1.97243 -1.44632 -5.92127 0.000
H 0.84078 -2.31923 -4.97081 0.000
H 0.41223 -1.44571 -6.46687 0.000
H -0.12620 -3.11834 -6.23969 0.000
H -2.12805 -0.20919 0.54024 0.000
N 1.72349 1.28266 1.59282 0.027
C 1.76214 2.28162 2.45362 0.010
C 0.78829 3.30915 2.61160 0.042
C -0.61769 3.30397 2.55491 0.048
C 2.96855 2.48766 3.37589 0.001
H 3.88032 2.66036 2.78459 0.000
H 3.11912 1.61515 4.03014 0.000
H 2.76420 3.37673 3.99303 0.000
C -1.28450 4.56694 3.07955 0.029
H -1.55434 4.43658 4.14095 0.001
H -2.19728 4.80851 2.51726 -0.001
H -0.58517 5.40735 2.98910 0.002
N -1.33815 2.30184 2.10082 0.452
C 2.65489 0.21974 1.55108 0.014
C 3.91743 0.37208 0.79302 -0.005
C 4.19242 1.65430 0.04151 -0.001
C 5.04717 -0.37624 1.21537 0.008
H 6.02622 -0.11103 0.81281 0.001
C 4.91426 -1.39363 2.13194 -0.002
H 5.78995 -1.99460 2.39574 0.000
C 3.69630 -1.62840 2.76356 0.012
H 3.62337 -2.40552 3.53350 0.001
C 2.57855 -0.84858 2.49898 0.000
C 1.33382 -1.08849 3.29220 -0.001
C -2.56859 1.88749 2.53616 0.052
C -3.73057 2.02724 1.71407 0.098
C -3.69800 2.81587 0.45070 0.013
C -4.89065 1.33906 2.04539 -0.009
H -5.73515 1.39525 1.35080 -0.002
C -4.98988 0.61909 3.23358 0.114
H -5.93187 0.14199 3.51190 0.007
C -3.88237 0.55145 4.08602 -0.015
H -3.93238 0.01477 5.03303 -0.003
C -2.67905 1.16626 3.76099 0.095
C -1.48785 1.03478 4.65157 0.013
Ni 2.79740 -0.60406 -0.59139 0.889
H 3.55683 1.66416 -0.85491 0.000
H 5.24542 1.65783 -0.26918 0.000
H 4.04075 2.55033 0.66338 -0.001
H 1.26664 -0.38612 4.14065 0.000
H 1.38593 -2.09624 3.73332 0.000
H 0.43227 -1.00261 2.66303 0.000
H -4.71553 3.07567 0.13514 0.001
H -3.28094 2.22431 -0.36940 0.006
H -3.10362 3.72438 0.54924 0.001
H -0.63278 0.58893 4.12942 0.003
H -1.73900 0.39127 5.50127 0.000
H -1.16764 2.00864 5.04263 0.005
H 1.20886 4.25910 2.96308 0.001
C -2.34082 -0.03826 -0.55717 0.001
Si -1.11577 1.08098 -1.53785 0.001
H -2.25502 -1.03020 -1.00459 0.000
H -3.36618 0.30459 -0.73802 0.000
C 0.50747 0.52724 -2.27474 0.012
C -0.63817 2.68138 -0.69475 0.001
C -2.01736 1.46307 -3.16054 0.001
H -2.50152 0.56969 -3.58349 0.000
H -1.28177 1.83816 -3.88465 0.000
H -2.75408 2.24755 -2.95275 0.000
H 1.02248 -0.21963 -1.64090 0.006
H 1.18119 1.39997 -2.35282 0.000
H 0.36777 0.20598 -3.31724 0.000
H -0.14978 2.49832 0.27177 0.001
H -1.49722 3.31869 -0.49875 0.000
H 0.02914 3.28065 -1.33038 0.000
F -1.47282 -0.72974 1.54484 0.009

=====

Record 3
110
Properties=species:S:1:pos:R:3:lowdin_charge:R:1 method="wB97M-V/def2-TZVPD" homo_energy_ev=-9.1 charge=0 smiles="[H]/N=C/C[C@@](C#N)(CNC)[C@](C#C)(C#N)C[C@H](C)I.CCOC(=O)OC.CCOC(=O)OC.CCOC(=O)OC.CCOC(=O)OC.CCOC(=O)OC" lumo_ev=0.11
H 3.00610 4.02211 -3.05063 0.047
N 2.34544 4.24365 -2.26519 0.074
C 2.12219 3.11998 -1.59527 -0.204
C 1.14211 3.01856 -0.28494 -0.110
C -0.44454 2.98111 -0.72503 -0.289
C -0.68029 4.49353 -1.30799 -0.160
N -1.10867 5.60069 -1.61807 0.131
C -0.69971 1.99030 -1.97323 -0.206
N 0.09126 0.73075 -1.98882 -0.128
C -0.60841 -0.41535 -2.65036 -0.118
C -1.44007 2.60559 0.49345 -0.281
C -0.76187 3.31042 1.81667 -0.074
C -0.16925 3.89934 2.83801 0.121
C -1.32383 1.01703 0.87232 -0.061
N -1.50784 -0.19999 0.87397 0.200
C -2.91518 3.19586 0.46763 -0.207
C -4.00574 2.68415 -0.57022 -0.704
C -4.18651 1.09331 -0.76289 -0.177
I -4.00117 3.74197 -2.52654 0.809
H 2.63648 2.15234 -1.94317 0.109
H 1.39803 3.99345 0.30594 0.130
H 1.40875 2.12818 0.39148 0.095
H -1.81180 1.70471 -2.03483 0.057
H -0.47815 2.61033 -2.93922 0.137
H 0.51831 0.48446 -1.08622 0.080
H 0.08134 -0.75674 -3.53122 0.080
H -1.63304 -0.16587 -3.10542 0.089
H -0.63151 -1.31163 -1.91881 0.088
H 0.33996 4.52261 3.65921 0.069
H -3.36403 3.04085 1.53776 0.148
H -2.84730 4.35861 0.36598 0.131
H -5.03355 3.03512 -0.13124 0.088
H -3.94308 0.48870 0.20636 0.078
H -5.32790 0.90715 -0.93631 0.090
H -3.66471 0.64864 -1.68914 0.058
C 1.84644 -1.98099 -9.53163 -0.068
C 2.35936 -2.54883 -8.22139 -0.217
O 3.04657 -1.54374 -7.46601 0.030
C 2.26004 -0.68992 -6.78612 -0.578
O 1.04978 -0.70554 -6.75252 0.114
O 3.05356 0.20390 -6.16406 0.002
C 2.34030 1.22232 -5.46576 -0.044
H 2.65736 -1.50176 -10.08719 0.082
H 1.40895 -2.76861 -10.14965 0.080
H 1.08468 -1.21648 -9.35844 0.075
H 3.08526 -3.34005 -8.42721 0.123
H 1.55326 -2.99669 -7.63227 0.124
H 1.60701 0.79400 -4.77752 0.078
H 1.85429 1.89168 -6.18000 0.104
H 3.06086 1.80039 -4.88411 0.086
C 1.58812 0.38898 2.71317 -0.066
C 1.61209 -1.03776 2.19742 -0.215
O 2.95752 -1.52012 2.09891 0.032
C 3.51293 -1.92997 3.25445 -0.577
O 2.97983 -1.93336 4.34127 0.120
O 4.77745 -2.31597 2.99614 -0.002
C 5.51312 -2.70254 4.15590 -0.045
H 2.23363 1.02948 2.10505 0.071
H 0.57215 0.78954 2.69608 0.045
H 1.96212 0.44396 3.73882 0.083
H 1.19164 -1.06709 1.18839 0.104
H 1.00382 -1.70189 2.81885 0.114
H 4.97637 -3.45894 4.73343 0.097
H 5.72360 -1.82462 4.77170 0.100
H 6.46152 -3.13063 3.82671 0.094
C 5.31193 -5.29023 9.57857 -0.068
C 6.76043 -4.85293 9.69231 -0.217
O 7.63731 -5.85563 9.16408 0.030
C 7.75134 -5.87887 7.82392 -0.578
O 7.19552 -5.13530 7.04658 0.110
O 8.57602 -6.89149 7.49234 -0.001
C 8.72350 -7.08093 6.08655 -0.049
H 5.16958 -6.27333 10.03592 0.082
H 4.65118 -4.57111 10.06838 0.080
H 5.00819 -5.37941 8.53237 0.075
H 7.02141 -4.72956 10.74682 0.123
H 6.93075 -3.88884 9.20351 0.124
H 9.01318 -6.15244 5.58843 0.096
H 7.79387 -7.47104 5.66475 0.099
H 9.51293 -7.81760 5.92735 0.094
C -3.17730 -2.89602 1.93913 -0.072
C -2.23657 -2.34378 2.99378 -0.240
O -2.57204 -2.85447 4.29033 0.031
C -2.13547 -4.09923 4.55418 -0.577
O -1.49060 -4.80310 3.80957 0.117
O -2.56079 -4.43862 5.78721 -0.003
C -2.23239 -5.77385 6.16502 -0.051
H -4.21890 -2.71500 2.21958 0.082
H -2.98462 -2.43317 0.96873 0.054
H -3.05994 -3.97775 1.83392 0.076
H -2.34487 -1.25752 3.04448 0.099
H -1.19031 -2.55192 2.75054 0.104
H -1.16415 -5.96987 6.04444 0.097
H -2.82301 -6.48185 5.57829 0.099
H -2.48823 -5.89788 7.21883 0.093
C -9.12285 7.01642 -7.70427 -0.069
C -8.47563 5.72333 -7.24455 -0.218
O -7.13244 5.95579 -6.80379 0.029
C -7.00814 6.45775 -5.56141 -0.578
O -7.91427 6.71398 -4.80051 0.116
O -5.69690 6.64839 -5.31730 -0.010
C -5.42540 7.25510 -4.05512 -0.065
H -8.50131 7.51231 -8.45506 0.082
H -10.11036 6.82450 -8.13057 0.079
H -9.23712 7.71707 -6.87314 0.075
H -8.41556 5.02751 -8.08574 0.122
H -9.06360 5.23321 -6.46256 0.124
H -5.90665 6.70936 -3.23983 0.079
H -5.75144 8.29815 -4.06657 0.099
H -4.34594 7.23104 -3.89464 0.090

=====

Record 4
99
Properties=species:S:1:pos:R:3:lowdin_charge:R:1 method="wB97M-V/def2-TZVPD" homo_energy_ev=-10.6 charge=+1 e_above_lowest_ev=1.033 lumo_ev=-3.27
O 1.00545 -2.16619 -0.64551 -0.254
O -2.33783 -2.33154 -5.16036 -0.169
C 2.40417 -2.50248 -1.14165 -0.158
C 2.97224 -3.61427 -0.28571 -0.045
H 2.98784 -1.56386 -1.10320 0.106
H 2.30555 -2.79821 -2.19787 0.121
H 3.14045 -3.23826 0.73446 0.097
H 3.93444 -3.93780 -0.71405 0.106
H 2.29775 -4.48754 -0.27873 0.074
C 0.17552 -3.44985 -0.69346 -0.152
C 0.14713 -4.04316 -2.08886 -0.047
H -0.79718 -3.16951 -0.26429 0.111
H 0.71226 -4.09767 0.02460 0.111
H -0.13024 -3.30531 -2.86225 0.093
H -0.57996 -4.86304 -2.12408 0.099
H 1.12180 -4.48233 -2.34683 0.082
C -3.13593 -1.88743 -4.05214 -0.284
C -1.52372 -1.30057 -5.73688 -0.289
C -3.91549 -3.06065 -3.46537 -0.071
H -3.86788 -1.12018 -4.38500 0.124
H -2.49749 -1.43545 -3.26383 0.099
H -4.42726 -3.64851 -4.23343 0.084
H -4.66649 -2.69181 -2.75423 0.079
H -3.25110 -3.73583 -2.91252 0.062
C -0.78916 -1.82638 -6.96172 -0.074
H -0.78587 -0.95328 -4.97623 0.103
H -2.12852 -0.41355 -6.02468 0.123
H -0.21940 -2.71686 -6.69675 0.073
H -0.09859 -1.06408 -7.33549 0.078
H -1.48220 -2.10250 -7.75963 0.081
H 0.55989 -1.17936 -1.22728 0.065
N 1.68805 1.09536 2.24909 0.022
C 1.55077 2.38089 2.58126 -0.316
C 0.39343 3.13882 2.34156 -0.059
C -0.92336 2.71066 2.12581 -0.346
C 2.71935 3.06324 3.25502 0.012
H 3.62678 2.99604 2.63869 0.099
H 2.92946 2.61821 4.23773 0.094
H 2.48083 4.12123 3.40688 0.088
C -2.02679 3.73160 2.25269 0.006
H -2.46585 3.70942 3.26197 0.102
H -2.82451 3.55408 1.52069 0.085
H -1.61664 4.73265 2.08252 0.091
N -1.28793 1.43486 1.91315 0.017
C 2.84869 0.32259 2.53477 -0.223
C 3.85424 0.16720 1.55480 -0.221
C 3.81261 0.91832 0.25913 -0.034
C 4.93099 -0.68025 1.81996 -0.047
H 5.69561 -0.80400 1.06018 0.115
C 5.03207 -1.34576 3.05009 -0.062
H 5.87161 -2.01317 3.22771 0.108
C 4.05472 -1.15184 4.02047 -0.035
H 4.13371 -1.65728 4.98976 0.121
C 2.97044 -0.31548 3.79180 -0.212
C 1.93367 -0.12143 4.84986 -0.031
C -2.56561 0.95208 2.28903 -0.236
C -3.58142 0.75481 1.32820 -0.226
C -3.34261 1.12103 -0.10213 -0.036
C -4.80964 0.25805 1.75580 -0.035
H -5.58311 0.07479 1.01054 0.113
C -5.05935 0.01911 3.11043 -0.058
H -6.02507 -0.37351 3.42397 0.108
C -4.06528 0.27235 4.05241 -0.035
H -4.24315 0.11753 5.11641 0.116
C -2.81988 0.74393 3.65935 -0.209
C -1.76867 1.04857 4.67934 -0.021
In 0.21363 0.22941 0.73609 1.014
H 3.75289 0.23337 -0.59758 0.066
H 4.72993 1.51198 0.12845 0.104
H 2.96352 1.60742 0.21205 0.038
H 1.74545 0.93777 5.05834 0.078
H 2.27798 -0.58263 5.78310 0.090
H 0.99320 -0.60466 4.56573 0.068
H -4.23837 0.90111 -0.69921 0.092
H -2.51334 0.54652 -0.54094 0.057
H -3.11847 2.19377 -0.21950 0.072
H -0.80023 0.61427 4.40521 0.060
H -2.07752 0.62852 5.64364 0.089
H -1.63129 2.12957 4.82035 0.088
H 0.51691 4.22283 2.44702 0.117
C 0.46615 0.15610 -1.79651 -0.222
Si 0.37768 2.01734 -2.25896 0.440
H 1.43893 -0.07720 -2.26217 0.032
H -0.38302 -0.23134 -2.37150 0.017
C 1.56246 2.31717 -3.70737 -0.180
C 0.87330 3.30833 -0.99063 -0.170
C -1.34168 2.50713 -2.83974 -0.164
H -1.93881 1.64244 -3.15147 0.027
H -1.25353 3.18081 -3.70348 0.046
H -1.89105 3.05473 -2.06352 0.027
H 2.58813 1.99313 -3.48587 0.033
H 1.60792 3.39230 -3.93562 0.042
H 1.24418 1.80156 -4.62414 0.035
H 1.81314 3.07853 -0.47923 0.017
H 0.09292 3.47314 -0.23832 0.019
H 1.01812 4.25214 -1.54079 0.058
O 0.40289 -1.48277 2.21722 -0.132
N -0.74738 -1.98528 2.00707 -0.071
O -1.39299 -1.37469 1.06640 -0.168